This record from OMol25 describes an isolated molecule of C3H8OS2 at a distorted geometry. The level of theory is ωB97M-V/def2-TZVPD.

LUMO energy = 0.4 eV
E = -26956.818 eV
net charge = 0
relative energy (zero: lowest compared OMol25 entry of this formula, charge and spin) = 41.3 kcal per mole
2S+1 = 1
HOMO energy = -8.6 eV
SMILES = OCCCSS

Bonds (Å) are listed after each position.
Cartesian coordinates (Å):
1 O 0.925 2.118 0.032  C2 1.411, H7 0.908
2 C -0.319 1.711 -0.494  O1 1.411, C3 1.515, H8 1.101, H9 0.992
3 C -1.108 1.168 0.681  C2 1.515, C4 1.590, H10 1.154, H11 1.130
4 C -1.573 -0.353 0.684  C3 1.590, S5 1.832, H12 1.132, H13 1.233
5 S -0.565 -1.454 -0.378  C4 1.832, S6 2.144
6 S 1.528 -1.100 -0.074  S5 2.144, H14 1.402
7 H 1.280 2.931 -0.160  O1 0.908
8 H -0.219 1.001 -1.330  C2 1.101
9 H -0.885 2.402 -0.924  C2 0.992
10 H -2.099 1.756 0.750  C3 1.154
11 H -0.643 1.518 1.649  C3 1.130
12 H -2.682 -0.303 0.463  C4 1.132
13 H -1.384 -0.718 1.847  C4 1.233
14 H 1.817 0.189 -0.543  S6 1.402

natural (NBO) atomic charge list, values in e, 6 entries: number 1, O, carries -0.74; number 2, C, carries -0.09; number 3, C, carries -0.43; number 4, C, carries -0.57; number 5, S, carries 0.09; number 6, S, carries -0.17